# 1
{"formula": "C24H22Cl2F2MnN5O2S", "method": "the ωB97M-V functional and the def2-TZVPD basis", "species": ["Mn", "F", "C", "C", "C", "C", "C", "F", "C", "C", "C", "C", "C", "C", "N", "H", "H", "H", "H", "H", "H", "Cl", "C", "C", "C", "Cl", "C", "O", "C", "C", "O", "C", "H", "H", "H", "S", "C", "N", "C", "N", "C", "C", "N", "N", "C", "C", "H", "H", "H", "H", "H", "H", "H", "H", "H", "H", "H", "H", "H"], "coordinates": [[0.071687, 0.162144, 0.130744], [5.021497, -1.365773, 1.654544], [3.904816, -0.636405, 1.909529], [2.858334, -0.656834, 1.019699], [1.695936, 0.079454, 1.281544], [1.656030, 0.844857, 2.463199], [2.751761, 0.842178, 3.319167], [2.749546, 1.591357, 4.459565], [3.889757, 0.109108, 3.076781], [0.409362, 1.577861, 2.671056], [0.049403, 2.271572, 3.831936], [-1.199473, 2.848263, 3.923204], [-2.081758, 2.718600, 2.863413], [-1.656104, 2.030115, 1.744265], [-0.439449, 1.492383, 1.627377], [2.957806, -1.233747, 0.107284], [4.728397, 0.126361, 3.757362], [0.741457, 2.332452, 4.654973], [-1.487644, 3.379546, 4.822658], [-3.079174, 3.135495, 2.896876], [-2.296105, 1.898259, 0.885583], [-3.980246, -6.066848, 1.160633], [-3.092785, -4.560463, 1.196357], [-2.975968, -3.867343, 2.416690], [-2.291484, -2.693839, 2.469891], [-2.163303, -1.844738, 3.975675], [-1.650828, -2.098119, 1.316711], [-1.022727, -1.017733, 1.441460], [-1.810158, -2.841086, 0.099066], [-1.278778, -2.379352, -1.156567], [-0.644730, -1.357265, -1.382722], [-2.525818, -4.054765, 0.068487], [-3.431777, -4.267592, 3.312344], [-1.511224, -3.037968, -2.017467], [-2.619575, -4.582067, -0.874199], [2.940148, 1.506847, -3.548277], [1.991096, 1.092052, -2.268863], [1.318196, 0.794035, -1.367399], [-0.410407, 3.682796, -0.932564], [-0.926001, 3.209387, -2.207091], [-0.116705, 3.631014, -3.346789], [-1.570191, 2.002871, -2.219862], [-1.636214, 1.249214, -1.170786], [-2.158609, 1.674630, -3.439663], [-2.566516, 0.302790, -3.638926], [-3.007203, 2.648981, -4.096857], [-0.185672, 4.746137, -1.032075], [0.494099, 3.146900, -0.633520], [-1.161054, 3.552968, -0.160119], [0.931398, 3.356288, -3.208590], [-0.193316, 4.716030, -3.455833], [-0.461771, 3.157697, -4.260452], [-2.319726, 0.513591, -1.313658], [-3.514992, 0.059679, -3.133443], [-1.788484, -0.367310, -3.278441], [-2.708793, 0.135131, -4.707640], [-2.698396, 3.656929, -3.834868], [-4.058835, 2.522461, -3.802428], [-2.941965, 2.533081, -5.181487]], "forces_ev_per_a": [[-0.6403, 0.2988, -0.1152], [0.0054, -0.0022, -0.0017], [0.0125, -0.0044, -0.0153], [-0.0205, 0.0021, -0.0110], [0.1651, -0.4206, -0.1811], [0.0626, -0.0039, -0.0017], [0.0294, 0.0144, 0.0104], [0.0195, -0.0013, 0.0090], [0.0264, 0.0119, 0.0438], [-0.0440, 0.0510, 0.1179], [-0.0022, -0.0101, 0.0283], [0.0420, 0.0151, 0.0881], [-0.0397, -0.0265, -0.1005], [0.0313, -0.0098, 0.0820], [0.1174, 0.2440, 0.1381], [-0.0051, -0.0076, 0.0107], [-0.0097, 0.0007, -0.0069], [0.0020, -0.0001, -0.0118], [0.0054, -0.0030, -0.0104], [0.0010, -0.0118, -0.0127], [-0.0351, -0.0140, -0.0145], [0.0129, 0.0252, 0.0020], [-0.0273, -0.0118, 0.0891], [-0.0685, -0.1407, -0.0536], [0.0594, 0.0981, -0.0406], [0.0116, 0.0155, -0.0086], [0.0139, -0.1389, 0.0006], [-0.0183, 0.1936, -0.2928], [0.0420, 0.0515, -0.0091], [-0.1926, -0.1654, 0.0757], [0.5304, 0.0491, 0.1505], [-0.0005, -0.0172, -0.0651], [0.0015, -0.0001, -0.0090], [-0.0061, 0.0054, 0.0508], [-0.0037, -0.0060, 0.0155], [-0.0018, -0.0053, 0.0301], [0.1195, -0.0746, -0.1042], [-0.3316, 0.1809, 0.1719], [-0.0130, 0.0202, -0.0394], [0.1437, -0.0758, 0.1248], [-0.0591, 0.0353, -0.0248], [-0.0393, -0.0624, -0.0433], [0.0702, -0.0579, -0.0221], [-0.0134, -0.0044, 0.0121], [-0.0103, -0.0023, -0.0086], [-0.0064, 0.0104, -0.0032], [0.0089, -0.0095, -0.0147], [0.0068, -0.0203, -0.0034], [-0.0140, 0.0179, -0.0058], [-0.0024, 0.0141, 0.0156], [-0.0001, 0.0001, -0.0149], [0.0182, -0.0180, 0.0096], [0.0348, -0.0244, -0.0266], [0.0021, 0.0082, -0.0080], [0.0041, 0.0058, -0.0057], [0.0061, -0.0041, 0.0043], [-0.0076, -0.0168, 0.0018], [0.0051, -0.0031, -0.0027], [0.0017, 0.0050, 0.0063]], "lowdin_charge": [0.574, 0.034, -0.282, -0.036, -0.121, -0.122, -0.217, 0.030, 0.036, -0.178, -0.001, -0.076, -0.069, -0.141, 0.032, 0.107, 0.119, 0.100, 0.101, 0.097, 0.087, 0.610, -0.681, -0.139, -0.573, 0.690, -0.364, -0.085, -0.119, -0.195, -0.041, -0.090, 0.101, 0.128, 0.108, 0.403, -0.928, 0.018, -0.056, -0.148, -0.065, -0.427, 0.126, -0.172, -0.072, -0.074, 0.086, 0.078, 0.061, 0.028, 0.085, 0.080, 0.052, 0.091, 0.077, 0.087, 0.078, 0.087, 0.086], "homo_lumo_gap_ev": [6.93, 6.40], "s_squared": 0.91, "spin_multiplicity": 2, "e_homo_ev": [-4.50, -3.96], "charge": -1, "e_lumo_ev": [2.43, 2.44], "de_lowest_ev": 0.458, "total_energy_ev": -109428.35196}

***

# 2
{"formula": "C24H22CrN5O9P2S", "method": "the ωB97M-V functional and the def2-TZVPD basis", "species": ["Cr", "C", "N", "C", "C", "N", "C", "S", "C", "C", "C", "C", "C", "N", "H", "H", "H", "H", "H", "H", "H", "H", "H", "O", "P", "O", "O", "O", "P", "O", "O", "O", "H", "H", "O", "C", "N", "C", "C", "O", "N", "C", "C", "C", "C", "C", "C", "C", "C", "C", "C", "C", "C", "H", "H", "H", "H", "H", "H", "H", "H", "H", "H", "H"], "coordinates": [[-1.405909, 0.234977, 1.178244], [-1.451099, 5.391030, 2.091297], [-2.280012, 4.653037, 1.231239], [-3.533322, 5.147508, 0.666351], [-4.148792, 4.097925, 0.159280], [-3.241539, 3.040055, 0.138092], [-2.232280, 3.325624, 0.980305], [-0.823350, 2.521574, 1.510741], [-3.388655, 1.864511, -0.634873], [-4.511475, 1.783823, -1.484424], [-5.236002, 0.646407, -1.927642], [-4.992159, -0.661107, -1.556222], [-3.706523, -1.090592, -1.025499], [-2.436606, 0.959969, -0.470630], [-2.067133, 6.146636, 2.658513], [-0.537302, 5.924263, 1.697545], [-0.870706, 4.742449, 2.799210], [-3.887691, 6.158189, 0.707072], [-5.097858, 4.119718, -0.347903], [-4.804277, 2.807201, -1.779905], [-6.116087, 0.781084, -2.544684], [-5.742300, -1.447158, -1.775829], [-3.507763, -2.143124, -1.448879], [-5.436352, -1.764998, 0.964140], [-3.863235, -1.478951, 0.750882], [-3.329277, -0.341043, 1.591082], [-2.580364, -0.265253, -1.288919], [-3.219382, -2.877585, 0.963633], [-1.513808, -3.039397, 1.486991], [-0.979312, -3.415433, -0.008265], [-1.461759, -4.089031, 2.493209], [-1.061083, -1.600358, 1.741506], [-5.539371, -1.805120, 1.925738], [-0.733241, -2.629986, -0.561814], [1.687275, 1.269609, 2.519478], [1.682478, 0.407109, 1.662163], [2.831943, -0.370669, 1.414427], [2.782283, -0.948345, 0.068825], [1.250968, -0.750784, -0.253465], [0.712680, -1.212543, -1.227446], [0.678310, 0.071476, 0.711631], [3.645917, -0.104057, -0.918028], [3.225905, 0.155658, -2.226505], [4.024625, 0.925775, -3.061710], [5.184414, 1.552376, -2.541003], [5.538943, 1.335915, -1.200414], [4.719568, 0.531310, -0.374657], [3.235900, -2.373339, 0.117723], [4.538518, -2.721779, 0.486027], [4.891982, -4.041647, 0.631684], [4.013571, -5.090250, 0.296779], [2.718645, -4.748157, -0.002859], [2.343513, -3.425815, -0.130178], [3.710970, -0.004939, 1.816064], [2.266497, -0.324628, -2.592639], [3.883721, 1.028170, -4.129678], [5.842558, 2.175812, -3.167089], [6.418554, 1.663746, -0.753741], [5.072937, 0.381776, 0.691703], [5.270339, -1.956259, 0.588280], [5.917195, -4.238914, 0.954748], [4.400257, -6.143463, 0.262986], [1.962928, -5.534921, -0.184086], [1.282641, -3.205092, -0.338618]], "forces_ev_per_a": [[0.7875, -0.0224, -1.4703], [2.1606, 1.6387, 2.4717], [-3.0523, 0.4636, -1.5301], [1.8466, -0.2138, 1.6430], [-0.1127, 0.1840, -1.6528], [-0.4237, -0.7763, 0.7107], [1.9586, 1.2530, -0.5319], [-0.5857, -0.9461, 0.0531], [-2.2666, -0.9992, -1.4130], [1.4987, 1.9878, 0.7501], [0.2538, -2.3466, 0.7116], [-1.3480, 1.7970, -1.8442], [-0.3191, -2.0696, 0.7042], [1.1724, -2.4124, 0.4876], [0.7175, -0.8907, -0.5225], [-1.3316, -0.3271, -0.7376], [-1.2676, 0.1405, -0.2710], [0.2407, 0.1795, 0.3783], [0.1294, -0.4086, 0.0577], [-0.4002, -0.9957, -0.0176], [-0.0581, 0.3741, 0.2103], [0.7281, 0.6082, -0.0718], [0.2363, 1.5562, 0.3196], [1.3340, 0.6173, 0.3116], [-0.7773, -0.1101, -0.4900], [-0.2224, -0.1600, 0.2994], [0.4934, 1.5827, 0.7016], [1.5124, 0.3249, 1.2859], [-0.6778, 0.1614, -2.2178], [-0.1050, 0.4863, 0.9754], [0.1187, 0.3784, -0.4390], [-0.4163, -0.5945, 0.1089], [-0.5381, -0.1933, 0.1415], [-0.0794, -0.4903, 0.5885], [-1.1039, -0.2852, -0.0916], [1.4675, -0.4346, -0.9318], [-0.6857, 0.6554, 0.2248], [-0.1944, 1.0153, 0.0473], [0.7676, 1.0615, 1.6903], [-0.9434, -0.4277, -0.4780], [0.4914, -0.1047, 0.2713], [-2.0926, -0.0679, 0.8076], [-0.6695, -0.9479, -0.7745], [1.2023, 0.5553, 0.5166], [0.1463, -0.3970, 0.5740], [-2.1517, -1.1233, -0.6212], [2.3942, 0.6978, 0.1733], [-0.5051, -1.6279, -0.4090], [-0.9972, 0.1315, -0.3094], [0.6479, -0.7926, -0.3635], [1.3585, -0.2624, 0.5442], [-0.7430, -1.0793, -0.6265], [-0.8680, 0.9792, 0.5119], [-1.1567, -0.3923, -0.4310], [1.4573, 0.6270, 0.3852], [-0.5954, 0.0359, 0.0827], [-0.4815, -0.4495, 0.2147], [1.4521, 1.0297, 0.3402], [-0.5350, 0.1675, -1.5662], [0.5286, 0.4432, 0.3794], [-0.2937, -0.1908, -0.2282], [-0.6456, 1.1432, 0.2948], [0.5125, 0.5360, 0.0379], [1.0295, -0.2723, 0.0334]], "lowdin_charge": [0.807, -0.092, -0.122, 0.018, -0.034, 0.031, -0.596, 0.869, -0.278, -0.042, -0.086, -0.116, -0.366, -0.037, 0.113, 0.114, 0.073, 0.125, 0.126, 0.092, 0.103, 0.121, 0.173, -0.080, 0.537, -0.331, -0.078, -0.258, 0.389, -0.139, -0.220, -0.371, 0.098, 0.065, 0.012, -0.532, 0.140, -0.252, -0.416, 0.056, 0.036, -0.140, -0.010, -0.072, -0.078, -0.064, -0.050, -0.126, -0.036, -0.085, -0.088, -0.087, -0.010, 0.137, 0.133, 0.098, 0.104, 0.076, 0.125, 0.095, 0.103, 0.118, 0.119, 0.088], "homo_lumo_gap_ev": [5.92, 7.24], "s_squared": 3.83, "spin_multiplicity": 4, "e_homo_ev": [-7.51, -7.60], "charge": 0, "e_lumo_ev": [-1.59, -0.36], "total_energy_ev": -108961.72221}

***

- The lowest charge belongs to which entry?
  C24H22Cl2F2MnN5O2S

***

- The highest charge belongs to which entry?
  C24H22CrN5O9P2S

***

- Which of these has the highest charge?
  C24H22CrN5O9P2S